1.
DFT (wB97M-V/def2-TZVPD) results for a molecular structure, C4H4Br12 at a distorted geometry.

```
20
C4H4Br12 wB97M-V/def2-TZVPD
H -1.774 3.141 1.558
Br -0.413 -2.720 -1.661
C 1.175 -2.571 -2.717
Br 0.485 0.096 -2.305
C 0.543 1.131 2.515
Br 1.419 1.047 4.288
Br 1.029 -3.532 -4.500
Br -1.611 -1.322 -0.132
Br 1.704 -1.672 0.030
Br -0.237 1.878 0.134
Br 1.784 1.243 0.978
H 1.255 -1.504 -2.926
C -2.026 2.361 0.840
H -0.139 1.982 2.500
Br -3.181 3.245 -0.573
H 0.237 0.449 0.168
Br -2.884 0.883 1.826
Br 2.895 -3.063 -1.846
C 0.182 -0.456 -0.437
Br -0.444 -0.616 2.258
```

The electronic energy is -844706.406 eV. Its charge is 0. As for the frontier orbital gap: 7.002 eV. The calculation puts the LUMO energy at -1.0 eV. The HOMO energy is -0.293 Ha.

2.
DFT (wB97M-V/def2-TZVPD) results for a gas-phase ion, C7H8IN2O (charge +1) at a distorted geometry.

```
19
C7H8IN2O wB97M-V/def2-TZVPD
I 1.321 2.874 0.429
N 0.887 1.122 -0.599
C -2.482 -0.980 -0.767
C -1.701 -0.204 1.619
H 0.694 1.409 -1.582
H 1.544 -0.893 -0.887
H 2.724 0.328 -1.565
C -2.678 -0.961 0.749
N -0.528 0.517 1.301
H 4.026 -0.124 0.548
C -0.375 0.429 -0.095
C -1.215 -0.212 -1.163
H -1.941 -0.209 2.743
C 2.026 0.134 -0.670
H -0.918 -0.134 -2.259
C 2.884 -0.011 0.670
O 2.436 -0.066 1.827
H -3.556 -1.512 1.217
H -3.148 -1.507 -1.514
```

The electronic energy is -20505.970 eV. Its charge is +1. The SMILES is O=CC[N@H+](I)c1ccccn1. As for the frontier orbital gap: 8.182 eV. The calculation puts the LUMO energy at -5.2 eV. The HOMO energy is -0.492 Ha.